Entry 1:
This record from the OMol25 dataset describes a structure of composition C33H39CoFN4P2 at a distorted geometry. The level of theory is the ωB97M-V functional and the def2-TZVPD basis.

The molar mass is 631.58 u. The LUMO energy (alpha / beta) is -0.10 / -0.12 eV. Its total energy is -99725.628 eV. Its energy above the lowest of the compared OMol25 structures with the same formula, charge and spin is 0.0 kJ/mol. The spin multiplicity is 4. The gap between HOMO and LUMO (alpha / beta) comes out at 4.16 / 6.21 eV.

```
80
Properties=species:S:1:pos:R:3:mulliken_charge:R:1
Co -1.2888 -1.5580 -1.0423 0.106
P -0.8079 1.0375 1.7265 0.392
P 1.7583 0.3218 -0.9622 0.503
F 6.7017 0.0698 2.0135 -0.375
N 2.8273 0.9933 -2.1480 0.575
N 1.2862 -1.2067 -1.6397 0.576
N -2.2704 0.4186 2.4986 0.911
N -0.5223 2.4802 2.4907 1.073
C 2.9125 0.0226 0.3420 0.846
C 1.4948 -3.2326 -2.6411 -1.464
C 0.3985 -0.1248 2.3681 -1.290
C 0.3621 1.4806 -0.9686 -1.733
C 5.0150 -1.1159 0.8513 -0.539
C -2.4830 -0.8214 3.1321 -0.767
C 3.3364 2.2571 -1.8003 -0.261
C -3.7519 -0.8405 3.6825 -0.722
C 4.5245 2.4607 -2.4810 -0.775
C 1.6178 -1.8559 -2.8039 -0.399
C -3.9200 -0.2571 -1.6932 -1.121
C -1.7071 -0.8720 -2.7627 0.331
C -0.7170 4.6298 3.0818 -0.587
C -3.1749 -3.2981 -0.7535 -0.994
C 0.8772 -3.4884 -1.4180 -1.232
C -4.3744 0.4150 3.3733 -0.771
C 3.7391 -1.1231 0.2941 -0.973
C -3.2370 -0.7388 -0.4605 -0.529
C 3.7323 0.3990 -3.0541 -0.392
C 3.3108 1.0954 1.1892 -0.490
C -3.0194 -3.1202 -2.3109 -1.218
C -0.4285 3.8616 4.2606 -0.709
C -0.3194 2.5357 3.8769 -0.655
C -2.8244 -2.0218 -0.0465 0.140
C -2.8781 0.0784 -2.8002 -1.212
C -0.7801 3.7688 2.0226 -0.594
C -1.7970 -2.2975 -2.6631 -0.627
C -0.9031 1.4603 -0.0244 2.274
C 0.5876 -2.2074 -0.7571 0.774
C 4.5618 1.0942 1.8021 -0.674
C 4.7611 1.2991 -3.2997 -0.689
C -3.4583 1.1696 2.6506 -0.449
C 5.4051 0.0096 1.5692 0.078
H 5.6801 -1.9756 0.7288 0.452
H 5.5881 1.1471 -3.9711 0.439
H 4.8898 1.9180 2.4424 0.420
H -1.7116 -1.5822 3.1794 0.438
H 1.3172 0.3492 2.7228 0.508
H 5.1494 3.3196 -2.3951 0.467
H -0.0582 1.4060 -1.9956 0.451
H -4.6730 -0.9404 -2.0928 0.309
H -3.3003 0.0006 0.3634 0.665
H -3.5271 2.1858 2.2581 0.403
H 1.8697 -1.3192 -3.7005 0.600
H 1.8777 -3.9563 -3.3425 0.470
H 3.3850 -2.0250 -0.1981 0.248
H 0.7359 -4.4612 -0.9514 0.409
H -0.3012 4.2156 5.2639 0.467
H -0.1035 1.6308 4.4102 0.403
H -3.9357 -2.6830 -2.7301 0.229
H -4.1707 -3.6556 -0.4624 0.415
H -0.8466 -0.4448 -3.2907 0.815
H -2.4731 -4.0732 -0.4142 0.309
H 3.5637 -0.5763 -3.4710 0.429
H 0.8035 -2.1094 0.3161 0.319
H 2.8280 2.8742 -1.0889 0.294
H -2.5434 1.1224 -2.6743 0.224
H -0.0176 -0.6985 3.2012 0.836
H -3.3409 0.0595 -3.7950 0.523
H 0.6585 -0.8359 1.5380 -0.872
H 0.8032 2.4914 -0.9202 0.708
H -4.4834 0.6606 -1.4711 0.459
H -2.5831 -2.0852 1.0156 0.153
H -0.8454 5.7031 3.0379 0.464
H -4.1716 -1.6536 4.2539 0.469
H -5.3761 0.7110 3.6704 0.459
H -0.9828 -2.8798 -3.1063 0.499
H -1.3955 2.4514 -0.1431 1.113
H -1.6566 0.7676 -0.4624 -2.749
H -0.9408 3.9484 0.9705 0.404
H 2.6355 1.9336 1.3767 0.538
H -2.8942 -4.1192 -2.7670 0.478
```

---

Entry 2:
This record from the OMol25 dataset describes the ion C3H7N2O2 with charge +1 at a distorted geometry. The level of theory is the ωB97M-V functional and the def2-TZVPD basis.

The molar mass is 103.10 u. Its SMILES is CC(=O)O/[NH+]=C/N. The LUMO energy is -3.64 eV. As for the charge: +1. Its total energy is -10290.825 eV. Its energy above the lowest of the compared OMol25 structures with the same formula, charge and spin is 191.6 kJ/mol. The gap between HOMO and LUMO comes out at 10.81 eV.

```
14
Properties=species:S:1:pos:R:3:mulliken_charge:R:1
O 0.3178 -1.8367 -0.6286 -0.450
O 0.4828 0.1906 0.5118 -0.330
N -2.0780 2.0189 -1.2841 -0.301
N -0.5085 0.4121 -0.3839 0.010
C -1.0885 1.5889 -0.4609 0.131
C 0.8928 -1.4095 0.3063 0.768
C 1.9258 -1.7869 1.2640 -0.804
H 1.8880 -2.8027 1.8500 0.342
H -2.6201 1.3246 -1.6955 0.237
H 2.7864 -1.7625 0.6174 0.284
H 1.9286 -0.8569 1.9309 0.297
H -0.7603 -0.3946 -0.9518 0.215
H -2.5140 2.8833 -1.1501 0.256
H -0.6529 2.4314 0.0743 0.345
```

---

Entry 3:
This record from the OMol25 dataset describes an isolated molecule of CH6N3O2P at a distorted geometry. The level of theory is the ωB97M-V functional and the def2-TZVPD basis.

The molar mass is 123.05 u. Its SMILES is [H]/N=C/OP(N)(N)=O. The LUMO energy is 0.84 eV. Its total energy is -18990.216 eV. Its energy above the lowest of the compared OMol25 structures with the same formula, charge and spin is 0.0 kJ/mol. The gap between HOMO and LUMO comes out at 10.45 eV.

```
13
Properties=species:S:1:pos:R:3:mulliken_charge:R:1
P -0.5455 0.6635 -0.1530 0.799
O 1.0132 0.2765 -0.2966 -0.293
O -1.3104 0.8025 -1.4240 -0.652
N 0.7609 -1.8556 -0.5628 -0.594
N -0.4184 2.0178 0.7740 -0.422
N -1.0958 -0.5251 0.9511 -0.616
C 1.4417 -0.8311 -0.7282 0.188
H -0.6546 -1.4165 0.6503 0.333
H 0.4149 2.1509 1.4615 0.242
H 1.0045 -2.6724 -1.0496 0.194
H 2.4289 -0.7671 -1.3300 0.332
H -0.9899 2.8409 0.7549 0.223
H -2.0494 -0.6843 0.9523 0.267
```

---

Entry 4:
This record from the OMol25 dataset describes a cluster of 2 separate species, C4H8N2O2S in total at a distorted geometry. The level of theory is the ωB97M-V functional and the def2-TZVPD basis.

The molar mass is 148.19 u. The LUMO energy is -0.01 eV. Its total energy is -22181.170 eV. Its energy above the lowest of the compared OMol25 structures with the same formula, charge and spin is 693.3 kJ/mol. The gap between HOMO and LUMO comes out at 8.79 eV.

```
17
Properties=species:S:1:pos:R:3:mulliken_charge:R:1
S 1.6461 0.4549 -1.6494 -0.106
O 1.9745 -2.5546 1.9028 -0.568
O 2.6170 -0.7115 0.9255 -0.590
N 1.8350 -1.6717 1.0982 0.958
N -0.0709 -0.4967 0.2686 -0.133
C 2.0435 1.6961 -0.2921 -0.682
C 0.5778 -0.7763 -0.9995 -0.233
C 0.7248 -1.6353 0.2047 0.002
C -1.5304 -0.5041 0.5596 -0.928
H -1.8575 0.5663 0.2871 0.274
H 2.8889 2.3253 -0.6962 0.311
H 2.3110 1.1546 0.5130 0.268
H -1.8858 -0.5644 1.5138 0.366
H -2.0408 -1.3467 0.0491 0.312
H 0.1476 -1.3020 -1.8381 0.247
H 0.1262 -3.0660 0.2783 0.260
H 1.1733 2.3842 -0.0936 0.242
```